The following is a DFT calculation (wB97M-V/def2-TZVPD) of a molecular structure, C46H63GeN4OSSeTaTe.

Structure (XYZ):
```
119
C46H63GeN4OSSeTaTe | the Open Molecules 2025 dataset | wB97M-V/def2-TZVPD
Ta 0.21546 0.70186 -0.03344
C -0.03821 0.33114 4.39013
C 0.57622 1.24253 3.36617
C -0.16468 2.36310 2.90363
C -1.56119 2.60981 3.40447
C 0.48768 3.35639 2.13496
C -0.22632 4.62105 1.75263
C 1.88676 3.28012 1.94848
C 2.62202 4.45806 1.38137
C 2.61438 2.17199 2.41987
C 4.11390 2.24298 2.45633
C 1.93402 1.08654 3.00513
C 2.67180 -0.18257 3.35289
H -0.88100 -0.23509 3.99521
H -0.41968 0.92654 5.22207
H 0.68644 -0.35664 4.81331
H -1.54372 3.44599 4.10905
H -1.97623 1.75968 3.93405
H -2.25199 2.88272 2.60817
H -0.19305 4.79810 0.67566
H 0.26760 5.46711 2.23504
H -1.26386 4.63442 2.06424
H 2.91261 5.12893 2.19659
H 2.00735 5.03752 0.69859
H 3.53714 4.16258 0.87311
H 4.56999 2.20288 1.46299
H 4.54568 1.45504 3.06524
H 4.41076 3.19291 2.90330
H 3.06181 -0.15524 4.37318
H 3.51617 -0.34135 2.68399
H 2.02069 -1.05326 3.27684
C -3.39449 -4.18659 -0.06646
C -4.54273 -3.65615 -0.92454
C -4.75431 -4.62147 -2.10369
C -5.80153 -3.59553 -0.04206
C -4.28014 -2.26157 -1.47841
C -5.30054 -1.63269 -2.22183
C -5.17020 -0.36134 -2.72530
C -3.99582 0.33605 -2.46074
S -3.56435 1.94703 -2.92767
C -2.06309 1.77084 -2.11749
N -1.87957 0.60468 -1.53092
C -2.95876 -0.25271 -1.72225
C -3.09392 -1.57217 -1.27526
C -1.03243 2.78722 -2.11150
C -1.13150 3.93144 -2.90126
C -0.08338 4.83867 -2.95488
C 1.07591 4.59409 -2.22807
C 1.16109 3.46849 -1.42074
C 0.10742 2.55995 -1.33301
H -3.63801 -5.19375 0.26893
H -3.25236 -3.57245 0.82791
H -2.45466 -4.24872 -0.62261
H -4.92676 -5.63176 -1.73439
H -3.87355 -4.63900 -2.74885
H -5.61153 -4.33602 -2.71127
H -5.98632 -4.57236 0.40386
H -6.68928 -3.31821 -0.60689
H -5.67377 -2.87100 0.76567
H -6.22132 -2.16663 -2.40820
H -5.96936 0.09254 -3.29573
H -2.25694 -2.04606 -0.78373
H -2.02430 4.11031 -3.48767
H -0.16615 5.72768 -3.56539
H 1.90381 5.28877 -2.28132
H 2.06518 3.30967 -0.84194
C 0.43726 -3.03469 -5.30518
N 0.46319 -2.28077 -4.05881
C 0.54137 -2.87742 -2.74224
C 0.61276 -1.63577 -1.89410
O 0.68756 -1.57995 -0.63708
N 0.59391 -0.54252 -2.63157
C 0.49551 -0.95752 -3.93590
N 0.44050 -0.12160 -4.95356
H 0.41258 -4.09661 -5.07756
H 1.33204 -2.83469 -5.89681
H -0.44773 -2.79478 -5.89606
H 1.42713 -3.50648 -2.61356
H -0.33900 -3.48276 -2.50829
H 0.43415 0.87359 -4.80381
H 0.34684 -0.45651 -5.90040
C -1.04227 -2.76006 3.39445
Te -1.25644 -1.57388 1.58253
C -3.08711 -0.92420 2.52057
C -3.44910 -2.05039 3.45260
C -4.73796 -2.17950 3.95005
C -5.05262 -3.23629 4.79249
C -4.08740 -4.18397 5.11146
C -2.79843 -4.06313 4.61830
C -2.46763 -2.97787 3.81321
H -0.46801 -2.24437 4.16204
H -0.52684 -3.68624 3.14291
H -3.85174 -0.75483 1.76214
H -2.93940 0.00985 3.06413
H -5.49725 -1.45528 3.68273
H -6.05480 -3.33202 5.18600
H -4.34059 -5.02184 5.74611
H -2.04578 -4.79830 4.87379
C 5.79424 3.55831 -1.25264
Ge 5.98006 1.69446 -1.85028
C 6.70659 1.44954 -3.65149
C 6.80155 0.53343 -0.49042
C 3.91678 1.14009 -2.06187
Se 3.18750 0.69411 -0.36891
C 3.68709 -1.17812 -0.33934
H 6.67472 3.83772 -0.67496
H 4.91028 3.71010 -0.63416
H 5.73713 4.21858 -2.11680
H 7.72957 1.82852 -3.62815
H 6.15349 2.01474 -4.39888
H 6.74010 0.39990 -3.93606
H 7.77815 0.96336 -0.26379
H 6.97676 -0.47170 -0.87169
H 6.23970 0.49181 0.44303
H 3.79854 0.31561 -2.76219
H 3.43523 2.03595 -2.45005
H 4.76247 -1.24107 -0.18314
H 3.42474 -1.62921 -1.29267
H 3.16967 -1.67253 0.47837
```

- electronic energy (hartree) = -7285.05311
- charge = +4
- strongest force on any atom (eV/Å) = 2.3
- highest occupied orbital energy (spin up / spin down) (hartree) = -0.639 / -0.639
- energy relative to the best compared isomer or geometry (same formula, charge and spin) (kJ/mol) = 287.2

Here are the Löwdin charges for atoms 1 to 2, given in e: atom 1 (Ta): 1.766, atom 2 (C): -0.034